# 1
C36H48FeNO2PS as an isolated structure at a distorted geometry, computed with the ωB97M-V functional and the def2-TZVPD basis.

Values from the calculation:
Maximum force: 0.026 hartree/bohr
Charge: -2
Energy relative to the best compared isomer or geometry (same formula, charge and spin): 17.98 kcal/mol
Electronic energy: -3609.108290 hartree
Orbital gap (spin up / spin down): 5.6 / 5.6 eV
Multiplicity: 5

Geometry (Å):
Fe: -0.06 -0.28 0.31
O: 0.01 -0.88 4.52
C: -0.55 -1.05 3.43
O: -0.45 -0.25 2.45
C: -1.48 -2.24 3.29
C: -1.76 -2.93 4.47
C: -2.62 -4.01 4.52
C: -3.23 -4.43 3.34
C: -2.97 -3.77 2.17
C: -2.10 -2.67 2.10
S: -1.95 -1.99 0.51
H: -1.27 -2.58 5.37
H: -2.83 -4.51 5.46
H: -3.91 -5.28 3.35
H: -3.44 -4.09 1.25
C: 1.34 -4.99 0.46
C: 2.36 -3.89 0.39
C: 3.72 -4.18 0.50
C: 4.64 -3.14 0.46
C: 6.12 -3.42 0.56
C: 4.22 -1.83 0.34
C: 2.85 -1.49 0.23
C: 1.95 -2.59 0.24
N: 2.30 -0.27 0.11
C: 3.06 0.95 0.11
C: 2.04 2.08 -0.08
C: 3.74 1.20 1.47
C: 4.06 1.07 -1.06
H: 1.82 -5.97 0.50
H: 0.67 -4.96 -0.40
H: 0.73 -4.88 1.36
H: 4.06 -5.21 0.61
H: 6.32 -4.49 0.62
H: 6.54 -2.94 1.45
H: 6.64 -3.02 -0.31
H: 5.00 -1.08 0.35
H: 0.89 -2.36 0.12
H: 1.29 2.01 0.71
H: 1.53 1.95 -1.04
H: 2.52 3.06 -0.05
H: 3.00 1.06 2.25
H: 4.13 2.22 1.52
H: 4.56 0.51 1.65
H: 3.56 0.81 -1.98
H: 4.92 0.42 -0.94
H: 4.42 2.10 -1.13
C: -2.71 1.90 3.16
C: -1.93 2.82 2.23
C: -0.54 3.03 2.82
P: -1.70 2.04 0.53
C: -3.47 1.55 0.11
C: -4.58 2.59 0.25
C: -3.54 0.89 -1.26
C: -1.29 3.59 -0.48
C: -2.13 4.86 -0.35
C: -1.12 3.23 -1.95
H: -2.62 2.26 4.19
H: -2.29 0.91 3.11
H: -3.77 1.86 2.90
H: -2.45 3.79 2.16
H: -0.06 2.06 2.91
H: -0.60 3.47 3.82
H: 0.08 3.68 2.20
H: -3.64 0.75 0.85
H: -4.62 3.23 -0.63
H: -4.44 3.22 1.13
H: -5.54 2.09 0.34
H: -3.52 1.64 -2.06
H: -4.45 0.31 -1.36
H: -2.68 0.22 -1.39
H: -0.29 3.83 -0.09
H: -3.11 4.74 -0.81
H: -1.62 5.68 -0.87
H: -2.28 5.16 0.68
H: -2.07 3.28 -2.48
H: -0.73 2.22 -2.04
H: -0.43 3.92 -2.44
C: -0.33 0.01 -1.76
C: -0.23 -0.20 -2.97
C: -0.18 -0.26 -4.37
C: -1.31 -0.61 -5.12
C: -1.29 -0.56 -6.50
C: -0.14 -0.15 -7.17
C: 1.00 0.16 -6.44
C: 0.99 0.10 -5.06
H: -2.21 -0.93 -4.60
H: -2.17 -0.83 -7.06
H: -0.13 -0.08 -8.25
H: 1.91 0.44 -6.95
H: 1.88 0.34 -4.49

# 2
C36H48InN5O8P2SSb as an isolated structure at a distorted geometry, computed with the ωB97M-V functional and the def2-TZVPD basis.

Values from the calculation:
Maximum force: 0.028 hartree/bohr
Charge: -1
Energy relative to the best compared isomer or geometry (same formula, charge and spin): 86.25 kcal/mol
Electronic energy: -3787.518261 hartree
Orbital gap: 5.9 eV
Multiplicity: 1

Geometry (Å):
In: -0.31 0.60 0.30
O: -4.78 -0.44 4.68
C: -3.78 -0.25 4.03
C: -3.02 -1.31 3.26
O: -3.20 -2.51 3.32
C: -2.02 -0.59 2.46
C: -2.08 0.78 2.77
O: -1.32 1.66 2.23
C: -3.09 1.05 3.78
O: -3.30 2.13 4.32
O: -1.21 -1.08 1.61
O: -3.19 2.37 -2.19
S: -2.44 1.19 -1.82
O: -2.61 0.79 -0.41
O: -1.03 1.26 -2.20
C: -3.08 -0.16 -2.80
C: -4.29 -0.03 -3.47
C: -4.74 -1.08 -4.26
C: -3.96 -2.23 -4.38
C: -2.76 -2.34 -3.71
C: -2.30 -1.30 -2.90
P: -0.74 -1.37 -1.92
C: 0.51 -1.08 -3.22
C: 1.83 -1.43 -2.95
C: 2.84 -1.13 -3.85
C: 2.54 -0.45 -5.03
C: 1.23 -0.07 -5.29
C: 0.22 -0.38 -4.39
C: -0.61 -3.19 -1.69
C: -0.05 -4.09 -2.60
C: -0.05 -5.45 -2.32
C: -0.61 -5.92 -1.15
C: -1.15 -5.03 -0.23
C: -1.14 -3.67 -0.49
H: -4.85 0.89 -3.37
H: -5.68 -1.00 -4.79
H: -4.31 -3.05 -5.00
H: -2.16 -3.24 -3.82
H: 2.06 -1.95 -2.03
H: 3.86 -1.41 -3.63
H: 3.33 -0.22 -5.73
H: 1.00 0.49 -6.18
H: -0.79 -0.07 -4.60
H: 0.39 -3.72 -3.52
H: 0.38 -6.14 -3.04
H: -0.63 -6.99 -0.95
H: -1.57 -5.39 0.70
H: -1.53 -2.97 0.24
N: 2.17 1.62 3.10
N: 1.34 0.67 3.79
H: 2.06 1.52 2.08
H: 3.13 1.35 3.29
H: 1.19 -0.16 3.23
H: 0.43 1.10 3.90
C: 4.59 -0.72 0.00
C: 4.04 -1.44 1.22
Sb: 2.01 -2.22 0.94
C: 1.84 -3.02 2.97
C: 3.15 -3.40 3.64
C: 2.62 -4.20 0.12
C: 4.10 -4.42 -0.15
H: 5.59 -0.33 0.20
H: 3.94 0.12 -0.26
H: 4.65 -1.39 -0.86
H: 3.99 -0.76 2.07
H: 4.70 -2.27 1.49
H: 1.18 -3.88 2.89
H: 1.32 -2.27 3.57
H: 3.73 -4.10 3.03
H: 2.96 -3.88 4.60
H: 3.77 -2.52 3.83
H: 2.05 -4.33 -0.80
H: 2.24 -4.94 0.83
H: 4.50 -3.67 -0.82
H: 4.27 -5.40 -0.61
H: 4.68 -4.38 0.78
C: 1.76 1.25 0.03
H: 1.88 0.92 -1.02
H: 1.65 2.35 -0.05
C: -0.51 6.51 2.15
N: -0.62 5.05 2.51
C: -2.11 4.67 2.47
N: -2.65 4.97 1.19
C: -2.49 6.37 0.87
N: -1.09 6.79 0.88
C: -0.35 6.17 -0.23
P: -0.31 4.28 -0.20
C: 0.22 4.22 1.60
C: -2.14 4.08 0.15
H: 0.55 6.78 2.13
H: -1.02 7.08 2.92
H: -0.30 4.89 3.47
H: -2.61 5.25 3.25
H: -2.18 3.61 2.68
H: -3.05 6.97 1.59
H: -2.90 6.56 -0.13
H: 0.67 6.55 -0.22
H: -0.82 6.49 -1.16
H: 1.26 4.54 1.69
H: 0.16 3.18 1.91
H: -2.31 3.05 0.46
H: -2.70 4.22 -0.78

# 3
C36H49CoN5P2Si as an isolated structure at a distorted geometry, computed with the ωB97M-V functional and the def2-TZVPD basis.

Values from the calculation:
Maximum force: 0.080 hartree/bohr
Charge: 0
Energy relative to the best compared isomer or geometry (same formula, charge and spin): 54.07 kcal/mol
Electronic energy: -4029.688155 hartree
Orbital gap (spin up / spin down): 5.9 / 5.7 eV
Multiplicity: 4

Geometry (Å):
Co: -0.40 -1.53 1.50
C: -0.38 3.55 1.79
C: -0.67 3.42 0.47
C: 0.21 2.50 -0.33
C: 1.37 1.81 0.43
C: 2.69 2.45 0.21
C: 2.85 3.76 0.39
C: 1.85 4.65 1.02
C: 0.99 4.04 2.17
C: 0.94 -3.15 2.05
H: -1.09 3.54 2.62
H: -1.51 3.87 -0.07
H: 0.56 3.08 -1.21
H: -0.43 1.70 -0.71
H: 1.19 1.92 1.49
H: 1.39 0.71 0.30
H: 3.51 1.74 0.03
H: 3.81 4.25 0.06
H: 1.17 5.01 0.24
H: 2.35 5.53 1.41
H: 1.57 3.25 2.71
H: 0.91 4.83 2.96
H: 0.38 -3.72 2.83
H: 1.85 -2.62 2.46
H: 1.27 -3.88 1.28
P: 1.68 -1.40 -1.72
P: -2.41 -0.44 -1.60
N: 2.97 -0.26 -2.35
N: 2.15 -2.53 -3.02
N: -2.32 1.02 -2.63
N: -3.75 -1.00 -2.66
C: 0.27 -0.58 -2.60
C: -1.04 -1.37 -2.43
C: 4.22 -0.13 -1.73
C: 5.04 0.70 -2.50
C: 4.27 1.09 -3.65
C: 3.02 0.49 -3.53
C: 2.59 -3.83 -2.74
C: 3.06 -4.41 -3.92
C: 2.91 -3.44 -4.97
C: 2.32 -2.31 -4.39
C: -2.62 2.30 -2.16
C: -2.24 3.23 -3.10
C: -1.77 2.51 -4.25
C: -1.86 1.16 -3.94
C: -4.51 -0.28 -3.60
C: -5.17 -1.18 -4.42
C: -4.90 -2.49 -3.92
C: -4.05 -2.35 -2.85
H: 0.52 -0.44 -3.67
H: 0.20 0.43 -2.16
H: -1.36 -1.80 -3.40
H: -0.91 -2.24 -1.74
H: 4.43 -0.62 -0.80
H: 6.06 0.98 -2.28
H: 4.61 1.71 -4.47
H: 2.16 0.53 -4.19
H: 2.52 -4.22 -1.74
H: 3.47 -5.40 -4.03
H: 3.20 -3.53 -6.00
H: 2.01 -1.38 -4.85
H: -3.07 2.44 -1.18
H: -2.24 4.29 -2.95
H: -1.41 2.93 -5.16
H: -1.59 0.30 -4.55
H: -4.51 0.80 -3.63
H: -5.76 -0.91 -5.28
H: -5.28 -3.42 -4.32
H: -3.61 -3.09 -2.18
C: -3.16 -2.73 2.92
Si: -2.28 -1.78 4.26
C: -3.21 -0.33 4.93
C: -2.02 -2.96 5.71
N: -0.72 -1.28 3.55
C: 0.24 -0.65 4.28
C: 1.31 -0.09 3.54
C: 2.06 0.97 4.05
C: 1.85 1.40 5.37
C: 0.98 0.70 6.21
C: 0.23 -0.36 5.70
H: -3.19 -3.75 3.35
H: -2.70 -2.78 1.93
H: -4.21 -2.44 2.75
H: -4.21 -0.57 5.31
H: -2.66 0.13 5.76
H: -3.30 0.41 4.13
H: -1.28 -3.75 5.48
H: -1.70 -2.47 6.65
H: -2.98 -3.46 5.94
H: 1.51 -0.49 2.55
H: 2.81 1.43 3.40
H: 2.39 2.28 5.72
H: 0.90 0.99 7.27
H: -0.35 -0.97 6.38